The following is a quantum chemistry calculation of a molecular structure, C19H26Cl2FN4NaOSi2Te, from the Open Molecules 2025 dataset.

LUMO level (eV): 3.9
E (eV): -83366.5655
Frontier orbital gap (eV): 6.10

Geometry as ORCA input:
```
! RIJCOSX wB97M-V def2-TZVPD def2/J DEFGRID3
* xyz -2 1
Te -1.983 -2.345 -1.012
Cl 3.299 -0.297 6.151
Cl 5.048 0.304 1.092
Si -3.736 -3.853 1.377
Si 0.769 -4.315 -1.215
Na 0.024 0.249 -0.293
F -0.492 -0.754 -1.953
O 2.129 0.161 0.388
N 0.073 -0.346 2.100
N -2.671 4.177 0.541
N -2.197 6.546 0.018
N -1.141 2.272 0.192
C 1.936 -5.086 -2.475
C -1.818 3.209 0.327
C 2.926 -0.193 4.435
C -2.361 5.414 0.238
C 1.696 -3.064 -0.214
C -5.007 -5.155 1.865
C 2.389 0.035 1.604
C -0.773 -0.617 4.315
C 1.326 -0.209 2.602
C -3.086 -4.138 -0.327
C -2.333 -3.922 2.611
C 0.202 -5.700 -0.079
C -4.579 -2.185 1.499
C 3.936 -0.016 3.535
C -0.928 -0.536 2.919
C 1.586 -0.301 3.989
C 0.479 -0.506 4.842
C 3.685 0.078 2.167
C -0.655 -3.568 -2.149
H -0.364 -5.306 0.768
H -3.887 -1.377 1.254
H 1.103 -2.733 0.642
H -1.909 -0.643 2.467
H 2.632 -3.489 0.163
H -0.421 -6.437 -0.591
H -0.273 -2.861 -2.886
H -4.581 -6.159 1.795
H -5.872 -5.113 1.200
H -2.391 -4.984 -0.296
H 0.643 -0.571 5.910
H 1.413 -5.803 -3.113
H 4.959 0.057 3.884
H -1.262 -4.324 -2.654
H -1.638 -0.774 4.946
H -5.422 -2.106 0.809
H -4.951 -2.014 2.513
H -2.687 -3.706 3.622
H -1.854 -4.904 2.619
H 1.941 -2.167 -0.781
H 1.082 -6.214 0.319
H 2.370 -4.319 -3.118
H -3.872 -4.373 -1.049
H 2.754 -5.608 -1.972
H -1.570 -3.183 2.354
H -5.360 -5.006 2.889
*
```



The following is a quantum chemistry calculation of a gas-phase ion, C5H8N (charge +1) in a non-equilibrium geometry, from the Open Molecules 2025 dataset.

LUMO level (alpha / beta) (eV): -3.8 / -6.7
E (eV): -6790.0960
Frontier orbital gap (alpha / beta) (eV): 5.81 / 7.62
Energy above the lowest of the compared OMol25 structures with the same formula, charge and spin (kcal/mol): 103.3

Geometry as ORCA input:
```
! RIJCOSX wB97M-V def2-TZVPD def2/J DEFGRID3
* xyz 1 3
N 0.229 -1.762 -1.367
C -0.023 -0.225 0.545
C -0.652 1.948 0.581
C 0.491 1.072 0.118
C -0.169 -1.496 0.025
C 0.013 1.061 1.554
H 0.883 -2.558 -1.406
H -0.573 -2.322 0.579
H -0.447 3.007 0.685
H 1.394 1.363 -0.384
H -0.589 -1.995 -1.952
H 0.417 1.098 2.536
H -1.656 1.730 0.241
H 0.680 -0.922 -1.757
*
```



The following is a quantum chemistry calculation of 2 unconnected molecules or ions with the total composition C4H11NO2 in a non-equilibrium geometry, from the Open Molecules 2025 dataset.

LUMO level (alpha / beta) (eV): 3.3 / 3.3
E (eV): -9909.2778
Frontier orbital gap (alpha / beta) (eV): 2.54 / 6.22
Energy above the lowest of the compared OMol25 structures with the same formula, charge and spin (kcal/mol): 49.8

Geometry as ORCA input:
```
! RIJCOSX wB97M-V def2-TZVPD def2/J DEFGRID3
* xyz -1 2
O -1.982 1.096 0.899
O -1.938 -1.101 4.697
N -0.216 1.198 -2.047
C 1.127 -0.153 -0.497
C -0.326 0.354 -0.795
C 1.539 -1.065 -1.693
C -0.915 1.271 0.250
H -1.040 -0.429 -1.098
H -2.026 -2.025 4.876
H -0.182 2.064 0.574
H 1.576 0.839 -0.557
H 1.082 -0.607 0.487
H -0.989 1.806 -2.190
H 1.194 -0.742 -2.677
H 0.946 -1.974 -1.527
H 0.697 1.637 -2.078
H -1.127 -0.755 5.105
H 2.579 -1.413 -1.729
*
```